No. 1
This record from the OMol25 dataset describes C26H26N6O2 in the gas phase in a non-equilibrium geometry. The level of theory is ωB97M-V/def2-TZVPD.

Last column: Löwdin charge in e.
Element x y z (Å)
O 4.75682 -2.89161 0.49726  0.083
C 4.11989 -2.05782 -0.10728  -0.410
C 3.00909 -2.55404 -1.05811  -0.009
N 1.85473 -1.74659 -1.25823  -0.204
N 1.62312 -1.09643 -2.37436  0.086
N 0.50579 -0.48470 -2.23361  0.109
C 0.05171 -0.78136 -0.99637  -0.323
C -1.17019 -0.25359 -0.43379  -0.181
C -1.58863 -0.63638 0.83804  -0.014
C -2.74971 -0.10970 1.36772  -0.036
C -3.51153 0.80654 0.64859  -0.213
C -4.81927 1.31803 1.19982  -0.150
N -5.97906 0.50867 0.84789  -0.159
C -6.26298 0.46456 -0.57489  -0.173
C -7.61383 -0.22402 -0.77790  -0.197
O -7.61087 -1.52729 -0.24590  -0.130
C -7.30267 -1.49677 1.12728  -0.197
C -5.94370 -0.84136 1.37981  -0.172
C -3.07865 1.19061 -0.61740  -0.035
C -1.92105 0.66903 -1.15848  -0.017
N 0.89953 -1.59385 -0.37019  0.190
N 4.39998 -0.73241 -0.07287  0.059
C 3.54984 0.30261 -0.57019  -0.256
C 2.48319 0.75560 0.19692  -0.046
C 1.69676 1.79455 -0.26949  -0.079
C 1.98014 2.38639 -1.48858  -0.081
C 3.05369 1.94386 -2.24274  -0.073
C 3.84564 0.90669 -1.78421  -0.015
C 5.59657 -0.27057 0.54790  -0.184
C 6.79619 -0.94209 0.34425  -0.011
C 7.95773 -0.46910 0.92615  -0.074
C 7.93792 0.67756 1.70165  -0.093
C 6.74501 1.35251 1.89370  -0.078
C 5.57648 0.88416 1.32112  -0.006
H 3.47420 -2.68708 -2.04041  0.144
H 2.70266 -3.52978 -0.66938  0.139
H -0.99559 -1.34535 1.39508  0.111
H -3.06802 -0.40626 2.35703  0.113
H -4.77621 1.35369 2.29224  0.123
H -5.01202 2.32841 0.82768  0.124
H -6.31545 1.48577 -0.95826  0.126
H -5.49073 -0.09050 -1.13481  0.128
H -7.83974 -0.32656 -1.84065  0.125
H -8.39842 0.37493 -0.29085  0.126
H -7.30032 -2.53460 1.46470  0.125
H -8.07797 -0.93494 1.67024  0.126
H -5.75785 -0.79467 2.45493  0.126
H -5.15727 -1.45330 0.90536  0.128
H -3.65329 1.91259 -1.17993  0.113
H -1.57872 0.96331 -2.13846  0.110
H 2.26335 0.27786 1.14124  0.127
H 0.85701 2.13331 0.31909  0.110
H 1.35877 3.19012 -1.85206  0.105
H 3.27287 2.40276 -3.19421  0.105
H 4.68490 0.55272 -2.36350  0.124
H 6.81845 -1.83523 -0.25876  0.115
H 8.88477 -0.99866 0.76581  0.104
H 8.84751 1.04435 2.15265  0.100
H 6.71900 2.24874 2.49547  0.103
H 4.65046 1.41669 1.47627  0.109

* SMILES: O=C(Cn1nnc(-c2ccc(CN3CCOCC3)cc2)n1)N(c1ccccc1)c1ccccc1
* total energy: -1485.35935 Ha

---

No. 2
This record from the OMol25 dataset describes a molecular structure, C38H95N6O13Zn in a non-equilibrium geometry. The level of theory is ωB97M-V/def2-TZVPD.

Last column: Löwdin charge in e.
Element x y z (Å)
Zn 4.49304 -0.09195 3.18483  1.076
C 1.34198 0.45001 0.26078  -0.080
C 1.88738 0.59231 1.67489  -0.352
O 3.06939 -0.14006 1.86911  -0.375
H 0.25664 0.54036 0.35049  0.076
H 1.51313 -0.53734 -0.17427  0.077
H 1.70770 1.18150 -0.45920  0.028
H 1.12016 0.19178 2.35693  0.097
H 1.91696 1.65371 1.95346  0.093
C -0.90333 -0.09407 -3.81558  -0.073
O 0.50867 0.04624 -3.76672  -0.153
C 1.07310 0.33242 -2.50936  -0.227
C 1.86904 1.64001 -2.39435  -0.236
N 0.97503 2.79903 -2.36799  -0.025
C 1.69206 4.04142 -2.16437  -0.202
C 0.97206 5.36619 -2.58574  -0.179
O 0.61469 5.40112 -3.97923  -0.160
C -0.76593 5.09218 -4.12250  -0.122
H -1.37404 0.18831 -2.86850  0.066
H -1.24606 -1.09809 -4.06951  0.079
H -1.24595 0.66839 -4.51933  0.087
H 1.86788 -0.42260 -2.39627  0.107
H 0.38138 0.20388 -1.67372  0.091
H 2.51198 1.70550 -3.28138  0.140
H 2.42521 1.62190 -1.45812  0.050
H 0.48230 2.85636 -3.24721  0.098
H 2.68825 4.04124 -2.63189  0.109
H 1.90321 4.16351 -1.09278  0.111
H 1.66888 6.18556 -2.42682  0.120
H 0.10986 5.47252 -1.92566  0.100
H -1.48017 5.74376 -3.60964  0.101
H -0.96053 4.07867 -3.77828  0.049
H -1.13364 5.08414 -5.15005  0.082
C 0.46847 -3.62827 -1.83749  -0.100
O -0.93747 -3.51610 -1.92825  -0.208
C -1.47463 -4.04339 -3.12837  -0.237
C -2.98038 -3.87073 -3.15155  -0.214
N -3.59066 -4.82033 -2.20524  -0.036
C -5.07011 -4.68772 -2.40029  -0.194
C -5.82420 -5.38470 -1.25874  -0.227
O -5.58367 -4.59063 -0.14108  -0.217
C -6.08784 -4.97884 1.10636  -0.098
H 0.87156 -3.11303 -0.96773  0.062
H 0.92834 -3.31185 -2.77378  0.092
H 0.70515 -4.68191 -1.63883  0.093
H -1.31352 -5.13358 -3.07958  0.121
H -0.89193 -3.82094 -4.02940  0.120
H -3.37938 -4.01191 -4.15333  0.125
H -3.13577 -2.84264 -2.80010  0.095
H -3.41846 -4.42751 -1.28087  0.087
H -5.23963 -5.29729 -3.28865  0.121
H -5.38872 -3.64517 -2.44480  0.106
H -5.44350 -6.40806 -1.16624  0.129
H -6.87047 -5.39498 -1.59357  0.126
H -5.45422 -5.71430 1.61903  0.090
H -7.06577 -5.47109 1.05289  0.095
H -6.13815 -4.09405 1.73578  0.064
C 2.72719 -2.71294 4.12683  -0.040
O 3.09259 -1.34595 4.26807  -0.287
C 2.57150 -0.75264 5.45846  -0.193
C 2.79128 0.75118 5.40896  -0.141
N 4.17850 1.00580 4.97744  -0.102
C 5.23972 0.58761 5.93736  -0.154
C 5.38618 1.50788 7.16160  -0.177
O 4.61598 0.87006 8.18559  -0.190
C 4.97304 1.27407 9.49115  -0.104
H 2.91793 -3.34136 5.00010  0.105
H 3.26166 -3.14058 3.28151  0.099
H 1.65344 -2.71491 3.91762  0.099
H 2.90469 -1.30706 6.34340  0.135
H 1.49481 -0.95077 5.52682  0.142
H 2.53667 1.17248 6.38282  0.141
H 1.99187 1.03390 4.72169  0.128
H 4.18283 2.02620 4.99650  0.133
H 6.15215 0.83388 5.37870  0.119
H 5.13892 -0.46178 6.19256  0.130
H 4.91327 2.47359 6.93880  0.134
H 6.43317 1.64931 7.42654  0.131
H 5.99917 1.58915 9.70229  0.092
H 4.76442 0.48419 10.21347  0.092
H 4.35782 2.12899 9.80099  0.093
C -1.37568 -2.90724 2.15742  -0.112
O -2.49177 -2.24336 1.61423  -0.179
C -2.15343 -1.23312 0.67723  -0.208
C -3.17442 -1.27418 -0.45475  -0.206
N -4.27136 -0.36507 -0.19205  -0.044
C -5.53163 -0.65280 -0.91148  -0.173
C -6.58235 -1.34264 -0.07192  -0.222
O -7.03309 -0.58620 1.04001  -0.183
C -7.52930 -1.42594 2.07197  -0.104
H -1.68384 -3.55043 2.98189  0.087
H -0.75123 -2.15155 2.65725  0.071
H -0.79637 -3.48476 1.43545  0.087
H -1.17181 -1.34541 0.20674  0.101
H -2.16368 -0.27680 1.21210  0.125
H -3.41974 -2.34110 -0.55093  0.107
H -2.71040 -1.02122 -1.41405  0.093
H -4.57959 -0.46677 0.77362  0.108
H -5.33386 -1.28672 -1.78223  0.109
H -5.84521 0.29689 -1.35434  0.104
H -6.38355 -2.39448 0.16280  0.095
H -7.50162 -1.45823 -0.67298  0.132
H -7.92791 -0.92309 2.94939  0.087
H -6.63717 -1.97466 2.40113  0.077
H -8.27859 -2.14660 1.72947  0.091
C 5.39391 -3.37853 -3.76861  -0.089
O 4.48448 -2.87504 -2.80198  -0.194
C 4.93644 -3.00617 -1.48011  -0.260
C 4.15168 -2.10469 -0.60113  -0.224
N 4.56273 -0.71236 -0.44180  -0.035
C 4.59777 0.08997 -1.65691  -0.169
C 4.77582 1.58316 -1.34210  -0.217
O 6.14707 1.81998 -1.09467  -0.180
C 6.55921 3.11193 -1.50723  -0.108
H 4.99818 -3.14464 -4.75385  0.090
H 5.52597 -4.45004 -3.58319  0.091
H 6.34838 -2.84816 -3.65996  0.088
H 5.99071 -2.71794 -1.30354  0.131
H 4.98515 -4.05420 -1.15029  0.126
H 4.27809 -2.50595 0.41940  0.108
H 3.06891 -2.29135 -0.67569  0.103
H 3.90919 -0.33013 0.23277  0.027
H 3.60797 0.04562 -2.14564  0.083
H 5.29568 -0.30483 -2.39212  0.128
H 4.27408 1.70852 -0.36656  0.121
H 4.28913 2.25336 -2.05339  0.094
H 7.62316 3.30592 -1.38396  0.085
H 6.13989 3.92299 -0.89295  0.083
H 6.21143 3.26349 -2.52988  0.089
C -3.65818 3.59397 -4.96753  -0.117
O -3.19371 3.06420 -3.75621  -0.215
C -4.21312 2.83032 -2.82432  -0.236
C -3.58554 2.54750 -1.44305  -0.222
N -2.74704 3.71576 -1.15985  -0.014
C -1.95226 3.48473 0.07787  -0.203
C -1.65164 4.74779 0.86835  -0.227
O -1.27922 4.45861 2.19723  -0.179
C 0.11414 4.18934 2.30868  -0.106
H -4.20580 4.53679 -4.85809  0.097
H -4.40958 2.94034 -5.44018  0.091
H -2.83322 3.64304 -5.67487  0.081
H -4.73499 1.89731 -3.09078  0.118
H -4.95514 3.62618 -2.70825  0.128
H -3.21736 1.51866 -1.57434  0.093
H -4.43257 2.30867 -0.79437  0.112
H -2.04396 3.65597 -1.89309  0.071
H -1.05614 2.90725 -0.19170  0.098
H -2.55541 2.80827 0.68939  0.117
H -2.61351 5.26619 0.89528  0.127
H -0.92195 5.38721 0.35901  0.114
H 0.64526 5.12305 2.50678  0.089
H 0.45838 3.73195 1.37669  0.065
H 0.31101 3.46227 3.09732  0.073

* total charge: +1
* total energy: -4590.14351 Ha

---

No. 3
This record from the OMol25 dataset describes 2 unconnected molecules or ions with the total composition C13H22ClSi in a non-equilibrium geometry. The level of theory is ωB97M-V/def2-TZVPD.

Last column: Löwdin charge in e.
Element x y z (Å)
H 0.66821 2.12543 -0.33594  -0.026
Si 1.19530 2.95865 -1.56378  0.157
Cl 0.78851 1.84698 -3.24264  0.280
C 0.30853 4.60584 -1.73128  -0.248
C 3.04394 3.32804 -1.59428  -0.243
H 0.43639 5.19165 -0.81536  0.032
H 0.70279 5.18803 -2.57090  0.041
H -0.76082 4.44824 -1.89406  0.026
H 3.34659 3.83711 -0.67419  0.031
H 3.62742 2.40865 -1.69010  0.022
H 3.29665 3.97769 -2.44016  0.042
C 1.14859 0.85851 1.91472  -0.066
C -0.17553 0.41170 1.42856  0.041
C -0.54130 -0.86519 0.97853  -0.109
C -1.87444 -1.37072 1.24389  -0.161
C -2.78356 -0.70246 2.22691  -0.025
C -2.31760 -2.52851 0.61623  0.023
C -1.49222 -3.26578 -0.24753  -0.196
C -2.05197 -4.45798 -0.95536  -0.013
C -0.16135 -2.86247 -0.38828  0.026
C 0.34191 -1.71854 0.21840  -0.147
C 1.78335 -1.38356 0.01350  -0.019
H 1.00113 1.57081 2.74446  0.111
H 1.80098 0.05195 2.28085  0.095
H 1.68473 1.41137 1.13992  0.055
H -0.98008 1.11128 1.65343  0.124
H -3.77300 -1.17463 2.18596  0.093
H -2.41595 -0.80667 3.25844  0.110
H -2.89913 0.36647 2.02166  0.090
H -3.33776 -2.86703 0.79470  0.135
H -1.28458 -4.92496 -1.57873  0.090
H -2.43502 -5.19932 -0.24463  0.106
H -2.88992 -4.16719 -1.59912  0.107
H 0.50490 -3.46558 -1.01607  0.134
H 2.24210 -2.15197 -0.62514  0.097
H 1.91325 -0.40549 -0.47572  0.092
H 2.33895 -1.38037 0.96309  0.095

* total charge: +1
* total energy: -1258.01941 Ha

---

No. 4
This record from the OMol25 dataset describes a molecular structure, C27H28BaN4 in a non-equilibrium geometry. The level of theory is ωB97M-V/def2-TZVPD.

Last column: Löwdin charge in e.
Element x y z (Å)
Ba 0.00020 -0.74300 -0.08110  2.025
C 2.97850 -0.50490 1.18500  -0.095
N 2.36230 0.03510 -0.02670  -0.452
C 3.07610 -0.48200 -1.19560  -0.102
C 2.41340 1.49360 -0.00530  -0.223
C 3.68170 2.05320 -0.00460  -0.058
C 3.90930 3.41230 -0.00400  -0.100
C 2.79580 4.22360 0.01580  -0.101
C 1.53020 3.68740 0.03410  -0.027
C 1.23200 2.30190 0.02050  -0.231
N 0.00010 1.70040 0.02770  -0.181
C -1.23180 2.30170 0.02450  -0.232
C -1.53020 3.68700 0.04970  -0.027
C -2.79570 4.22340 0.02710  -0.101
C -3.90900 3.41230 -0.00140  -0.100
C -3.68140 2.05320 -0.00460  -0.058
C -2.41320 1.49360 -0.00580  -0.223
N -2.36200 0.03510 -0.02920  -0.452
C -3.07560 -0.48050 -1.19880  -0.102
C -2.97850 -0.50630 1.18180  -0.095
H 4.06640 -0.36730 1.20430  0.093
H 2.77060 -1.57480 1.25840  0.087
H 2.55380 0.00040 2.05030  0.089
H 4.15750 -0.30270 -1.14820  0.088
H 2.69450 0.00400 -2.09430  0.100
H 2.92530 -1.56300 -1.26640  0.087
H 4.54860 1.40710 -0.00210  0.103
H 4.90900 3.81390 -0.01400  0.096
H 2.90010 5.29770 0.02550  0.102
H 0.76260 4.42860 0.05700  0.062
H -0.76290 4.42790 0.09010  0.062
H -2.90000 5.29740 0.04170  0.102
H -4.90870 3.81390 -0.01290  0.096
H -4.54840 1.40710 -0.00390  0.103
H -4.15690 -0.30070 -1.15170  0.088
H -2.92540 -1.56150 -1.27070  0.087
H -2.69340 0.00630 -2.09690  0.100
H -4.06650 -0.36920 1.20070  0.093
H -2.55440 -0.00180 2.04780  0.089
H -2.77010 -1.57620 1.25420  0.087
C -0.00040 -0.10360 4.66190  -0.056
C 0.00000 -1.37150 5.22800  -0.057
C 0.00000 -2.47460 4.40130  -0.003
C -0.00030 -2.31550 3.00470  -0.235
N -0.00070 -1.07930 2.48500  -0.080
C -0.00080 -0.02330 3.28180  -0.169
C -0.00020 -3.46030 2.07320  -0.250
C -0.00030 -4.77160 2.56840  -0.059
C -0.00010 -5.85650 1.71790  -0.106
C 0.00000 -5.63970 0.35250  -0.114
C 0.00000 -4.34450 -0.13440  -0.186
C -0.00010 -3.21020 0.68190  -0.320
H -0.00050 0.78550 5.27170  0.103
H 0.00020 -1.48740 6.30210  0.108
H 0.00030 -3.45830 4.83980  0.097
H -0.00110 0.94320 2.79080  0.109
H -0.00040 -4.96920 3.62880  0.086
H -0.00010 -6.86300 2.11110  0.096
H 0.00010 -6.47890 -0.32880  0.093
H 0.00000 -4.20900 -1.20990  0.067

* total energy: -1290.11002 Ha

---

Computed E_LUMO, in the same sequence as the records: 0.429, -5.049, -5.711, 0.123 eV.
Computed ΔE to the lowest compared entry with this formula, charge and spin, in the same sequence as the records: 91.6, 552.9, 0.0, 48.2 kJ/mol.
Computed E_HOMO, in the same sequence as the records: -8.7, -10.1, -13.1, -6.6 eV.